This record from OMol25 describes C37H49BrHfN2P2S as an isolated structure in a non-equilibrium geometry. The level of theory is ωB97M-V/def2-TZVPD.

Gap between HOMO and LUMO (spin up / spin down), eV: 3.405 / 3.400
HOMO level (spin up / spin down), eV: -17.209 / -17.205
Charge: +4

The geometry in XYZ format:
```
93
Properties=species:S:1:pos:R:3:forces:R:3
C 7.615 -0.931 0.229 0.3 -0.5 -0.2
C 6.967 0.295 -0.152 0.7 -0.2 -0.4
C 7.852 1.414 -0.295 0.3 0.5 -0.1
C 9.235 1.237 -0.167 -0.3 0.1 0.2
N 9.815 0.063 0.128 -0.8 0.0 -0.3
C 9.014 -0.988 0.325 -0.4 -0.3 0.3
C 5.592 0.280 -0.343 -0.5 -0.7 2.1
C 4.341 0.016 -0.105 1.7 0.5 -0.1
C 3.826 0.088 1.363 1.5 0.1 -0.6
C 3.149 -1.038 1.845 0.3 -0.3 1.0
C 2.139 -0.789 2.797 0.9 0.3 0.4
C 2.149 0.394 3.583 -0.1 -0.6 -1.9
C 3.013 1.441 3.204 -0.3 -0.2 -1.1
C 3.540 1.368 1.885 1.4 0.7 1.4
Hf 2.183 0.322 -0.077 -3.4 -0.7 -0.6
P 0.839 0.375 -2.517 -0.5 0.4 -2.2
H 7.492 2.426 -0.467 -0.1 -0.3 -0.2
H 7.049 -1.832 0.472 0.1 0.3 -0.3
H 9.934 2.068 -0.290 -0.4 -0.1 0.0
H 9.512 -1.934 0.587 -0.3 0.5 -0.1
H 4.011 2.260 1.430 -0.1 -0.7 0.5
H 3.467 -2.075 1.625 -0.6 0.8 -0.5
H 3.226 2.288 3.841 -0.4 0.3 0.0
H 1.369 -1.530 2.975 0.5 -0.2 0.5
C -0.943 0.924 -2.599 -0.4 0.0 1.3
C -1.410 1.744 -3.809 0.1 0.0 -0.2
H -1.110 1.505 -1.676 -0.2 -0.1 -0.2
H -1.569 0.021 -2.488 0.4 0.2 0.0
H -2.507 1.786 -3.832 0.3 -0.1 0.1
H -1.058 2.778 -3.764 0.0 -0.1 0.0
H -1.084 1.309 -4.755 -0.1 0.1 0.1
C 1.687 1.583 -3.601 0.2 0.2 0.3
C 2.940 1.042 -4.270 0.5 -0.1 -0.4
H 1.949 2.413 -2.940 0.0 0.0 -0.1
H 0.988 1.995 -4.335 0.1 -0.2 0.2
H 3.648 1.863 -4.438 -0.1 -0.3 0.0
H 3.454 0.275 -3.671 0.0 0.1 -0.1
H 2.724 0.601 -5.255 0.1 0.1 0.4
C 0.784 -1.185 -3.516 0.5 -0.6 0.6
C 0.259 -1.103 -4.954 -0.2 0.2 -0.2
H 0.160 -1.898 -2.951 0.2 0.1 -0.1
H 1.807 -1.594 -3.510 -0.2 0.0 0.0
H 0.514 -2.026 -5.489 -0.1 0.1 0.2
H -0.830 -0.992 -5.000 0.2 0.0 0.1
H 0.706 -0.285 -5.525 -0.1 -0.1 0.1
Br 0.773 0.543 4.764 -0.3 0.4 1.1
P 0.856 4.911 0.017 -0.5 1.3 -0.1
C 0.565 4.392 -1.728 0.6 0.4 0.4
C -0.148 5.471 -2.562 -0.2 0.3 -0.2
H 0.006 3.451 -1.709 0.0 -0.2 -0.1
H 1.572 4.228 -2.143 -0.3 0.0 0.0
H -0.173 5.181 -3.619 0.0 0.0 0.2
H -1.180 5.664 -2.246 0.2 -0.2 0.1
H 0.374 6.436 -2.510 0.0 -0.3 0.1
C -0.340 4.086 1.106 -0.4 0.4 -0.2
C -0.700 5.001 2.301 0.1 0.0 0.2
H 0.120 3.143 1.450 0.0 -0.4 0.0
H -1.256 3.876 0.522 0.4 -0.1 0.2
H -1.438 4.526 2.955 0.1 0.0 -0.1
H 0.181 5.248 2.910 -0.2 -0.1 -0.1
H -1.108 5.962 1.962 0.0 -0.4 0.0
C 2.515 4.391 0.545 -0.6 0.7 0.6
C 3.538 5.511 0.318 0.4 0.0 -0.1
H 2.768 3.482 -0.014 0.1 -0.9 -0.4
H 2.444 4.152 1.623 0.0 0.0 -0.4
H 4.518 5.223 0.700 0.0 0.0 0.0
H 3.654 5.776 -0.735 -0.1 -0.1 0.0
H 3.242 6.426 0.839 -0.1 -0.2 0.0
N 0.772 -1.235 0.194 -1.2 -0.3 -1.0
S -0.482 -1.603 1.286 -0.9 -1.2 -0.1
C -2.218 -1.831 0.654 -0.4 0.6 -0.2
C -3.194 -1.216 1.456 0.4 0.3 0.2
C -4.558 -1.486 1.271 0.6 0.0 0.0
C -4.953 -2.373 0.271 -0.1 0.2 0.2
C -4.000 -2.977 -0.550 1.0 0.3 0.2
C -2.625 -2.697 -0.369 -0.2 -0.3 -0.2
C -0.168 -3.360 1.588 0.1 -1.0 0.5
C 1.093 -3.928 1.386 0.4 0.3 0.1
C 1.328 -5.275 1.684 -0.2 0.1 -0.1
C 0.280 -6.089 2.122 0.0 0.3 0.1
C -0.983 -5.533 2.342 0.3 0.5 -0.2
C -1.195 -4.169 2.114 0.0 0.3 -0.2
H 0.647 -1.922 -0.576 0.4 0.5 0.2
H -2.868 -0.545 2.250 -0.2 -0.1 -0.1
H -5.291 -1.005 1.919 0.2 -0.1 -0.2
H -6.017 -2.586 0.134 0.4 0.0 0.0
H -4.323 -3.676 -1.319 0.2 0.2 0.1
H -1.892 -3.179 -1.011 -0.1 -0.1 0.1
H 1.907 -3.308 1.006 -0.2 -0.3 0.0
H 2.329 -5.690 1.546 -0.4 0.1 0.0
H 0.446 -7.147 2.307 0.0 0.2 0.0
H -1.816 -6.149 2.670 0.2 0.1 0.1
H -2.168 -3.726 2.308 0.1 -0.3 0.0
```
Positions in Å, forces in eV/Å.



This record from OMol25 describes C37H49GeN6SY as an isolated structure in a non-equilibrium geometry. The level of theory is ωB97M-V/def2-TZVPD.

Gap between HOMO and LUMO (spin up / spin down), eV: 6.640 / 4.681
HOMO level (spin up / spin down), eV: -14.736 / -14.726
2S+1: 2
Charge: +3

The geometry in XYZ format:
```
95
Properties=species:S:1:pos:R:3:forces:R:3
Y 0.630 0.768 0.667 0.4 1.7 0.9
C 0.528 3.450 -1.768 0.0 0.0 -0.1
C 1.096 2.190 -2.414 0.2 0.0 0.0
N 1.955 1.446 -1.462 -0.4 -0.2 0.3
C 3.248 2.129 -1.243 0.0 0.0 -0.2
C 3.827 1.666 0.057 0.2 -0.1 0.2
N 2.928 2.040 1.172 -0.3 -0.2 0.0
C 3.132 3.471 1.573 0.1 0.0 -0.2
C 1.847 4.202 1.864 0.0 0.0 0.1
C 0.982 3.482 2.886 -0.1 0.0 0.1
N -0.087 2.677 2.237 0.4 -0.1 -0.1
C -1.158 3.543 1.693 0.0 0.0 0.1
C -2.013 2.776 0.723 -0.1 0.2 -0.1
N -1.204 2.258 -0.405 0.3 -0.5 0.0
C -0.938 3.309 -1.441 -0.1 0.1 0.1
H 0.670 4.317 -2.413 0.0 0.0 0.0
H 1.075 3.658 -0.847 0.0 0.1 0.0
H 1.654 2.427 -3.322 0.1 0.0 0.0
H 0.294 1.515 -2.707 0.0 0.0 -0.1
H 2.161 0.544 -1.893 0.0 0.0 0.0
H 3.083 3.207 -1.232 0.0 0.0 0.0
H 3.942 1.920 -2.060 0.0 0.0 -0.1
H 4.829 2.080 0.199 0.0 0.0 0.0
H 3.924 0.576 0.042 0.0 0.0 0.0
H 3.232 1.486 1.966 -0.1 0.1 0.0
H 3.664 3.988 0.775 0.1 0.0 0.0
H 3.782 3.496 2.449 0.0 0.0 0.0
H 1.286 4.330 0.938 0.0 0.1 0.0
H 2.090 5.208 2.207 0.0 0.0 0.0
H 0.532 4.196 3.578 -0.1 0.0 0.0
H 1.582 2.791 3.484 0.0 0.1 0.1
H -0.526 2.133 2.978 0.0 -0.1 0.0
H -0.704 4.412 1.217 0.0 0.0 0.0
H -1.795 3.922 2.496 0.1 0.0 0.1
H -2.816 3.422 0.358 0.0 0.0 -0.1
H -2.474 1.924 1.211 0.0 0.0 0.0
H -1.773 1.547 -0.857 -0.1 0.0 0.0
H -1.332 4.261 -1.084 0.0 0.0 0.0
H -1.496 3.059 -2.345 0.0 0.0 0.0
C 3.637 -0.576 2.592 0.1 -0.2 0.1
C 2.823 -0.097 3.616 0.0 -0.1 0.1
C 1.516 -0.561 3.741 0.0 0.0 -0.1
C 1.031 -1.532 2.860 0.2 0.1 0.1
C 1.837 -1.989 1.820 0.2 0.1 -0.3
C 3.137 -1.492 1.674 0.0 -0.1 0.0
H 4.678 -0.276 2.539 0.0 0.1 0.0
H 3.222 0.595 4.349 0.0 0.0 0.0
H 0.902 -0.235 4.571 0.0 0.0 0.0
H 0.065 -1.980 3.031 0.0 0.0 0.0
H 1.494 -2.790 1.175 -0.1 0.0 0.0
H 3.786 -1.892 0.904 0.0 0.0 0.0
S -1.586 -0.001 2.958 -0.4 0.1 -0.3
C -3.288 -0.031 2.702 0.1 0.0 -0.2
N -4.069 -0.309 3.779 -0.1 0.0 0.2
C -5.415 -0.393 3.719 0.1 0.0 0.2
C -6.031 -0.194 2.522 -0.1 0.0 -0.1
C -5.198 0.092 1.440 0.2 0.0 -0.1
N -3.872 0.173 1.516 0.0 0.0 0.1
H -3.599 -0.464 4.664 0.0 0.0 0.0
H -5.931 -0.618 4.642 0.0 0.0 0.0
H -7.104 -0.253 2.423 0.0 0.0 0.0
H -5.626 0.268 0.460 0.0 0.0 0.0
C -1.876 -0.203 -2.625 -0.1 0.3 0.0
Ge -0.483 -1.050 -1.567 -0.7 -0.6 -0.4
C 1.117 -1.335 -2.571 0.5 0.0 -0.1
C 1.207 -0.920 -3.906 0.1 0.0 0.1
C 2.345 -1.206 -4.647 0.0 0.0 0.0
C 3.406 -1.889 -4.060 0.0 0.0 0.0
C 3.333 -2.298 -2.732 0.0 0.1 0.0
C 2.198 -2.012 -1.987 -0.1 0.0 -0.2
C -1.207 -2.640 -0.756 0.1 -0.2 0.1
C -1.431 -2.716 0.592 -0.2 -0.3 0.1
C -2.028 -3.856 1.179 0.1 0.2 0.0
C -2.408 -4.892 0.383 -0.1 -0.1 -0.2
C -2.226 -4.844 -1.025 -0.1 0.0 0.1
C -2.686 -5.898 -1.855 0.0 0.0 0.3
C -2.521 -5.848 -3.202 0.1 0.1 -0.3
C -1.850 -4.750 -3.793 -0.1 -0.3 -0.1
C -1.390 -3.727 -3.023 0.0 0.1 0.3
C -1.593 -3.722 -1.616 0.1 0.0 0.0
H -2.091 -0.902 -3.436 0.0 0.0 0.0
H -1.615 0.758 -3.066 0.0 0.0 0.0
H -2.786 -0.101 -2.031 0.0 0.0 0.0
H 0.383 -0.397 -4.380 0.0 0.0 0.0
H 2.404 -0.904 -5.685 0.0 0.0 0.0
H 4.290 -2.109 -4.643 0.0 0.0 0.0
H 4.153 -2.852 -2.292 0.0 0.0 0.0
H 2.134 -2.352 -0.959 0.0 -0.1 0.0
H -1.176 -1.889 1.240 0.0 0.1 0.0
H -2.188 -3.897 2.250 0.0 0.0 0.0
H -2.861 -5.778 0.815 0.0 0.0 0.0
H -3.187 -6.741 -1.393 0.0 0.0 0.0
H -2.892 -6.650 -3.827 0.0 0.0 0.0
H -1.701 -4.730 -4.865 0.0 0.0 0.0
H -0.838 -2.922 -3.493 -0.1 0.0 0.0
```
Positions in Å, forces in eV/Å.



The evaluated molecular weight for the records listed, in turn: 874.2, 771.4 g/mol.
The evaluated energy relative to the best compared isomer or geometry (same formula, charge and spin) for the records listed, in turn: 17.2, 115.4 kJ/mol.
The evaluated DFT total energy for the records listed, in turn: -5249.9979, -4280.4873 hartree.